1.
# C2H7NOSi

The molecule C2H7NOSi at a distorted geometry (ωB97M-V/def2-TZVPD, the Open Molecules 2025 dataset).

Atoms and positions in Å:
H: 1.434 1.445 -2.806
N: 1.608 1.357 -1.807
C: 0.815 0.651 -1.159
C: 1.061 0.506 0.464
O: 0.517 -0.683 0.924
Si: -1.026 -1.190 0.964
H: -0.057 0.096 -1.503
H: 0.594 1.376 0.932
H: 2.134 0.503 0.642
H: -0.838 -2.484 1.594
H: -1.628 -1.316 -0.369
H: -1.863 -0.260 1.726

SMILES: [H]/N=C/CO[SiH3]
E_HOMO: -9.658 eV
LUMO: 0.909 eV
Frontier orbital gap: 0.3883 Ha
Energy above the lowest of the compared OMol25 structures with the same formula, charge and spin: 34.29 kcal per mole

Atomic partial charges in e from the Löwdin method, atoms 1 to 8: atom 1 (H): 0.051, atom 2 (N): 0.080, atom 3 (C): -0.196, atom 4 (C): -0.226, atom 5 (O): -0.373, atom 6 (Si): 0.563, atom 7 (H): 0.077, atom 8 (H): 0.107

---

2.
# C2H7NP

The ion C2H7NP with charge +1 at a distorted geometry (ωB97M-V/def2-TZVPD, the Open Molecules 2025 dataset).

Atoms and positions in Å:
C: 1.413 0.512 -0.079
C: -0.535 -0.556 0.528
N: 0.645 -0.722 -0.367
P: -2.008 0.158 -0.231
H: 1.341 1.288 -0.760
H: 1.972 0.686 0.815
H: -0.675 -1.292 1.411
H: 0.394 -0.686 -1.330
H: 1.303 -1.531 -0.190
H: -1.419 1.309 -0.694
H: -2.432 0.834 0.897

E_HOMO (alpha / beta): -14.234 / -13.338 eV
LUMO (alpha / beta): -5.395 / -5.293 eV
Net charge: +1
Frontier orbital gap (alpha / beta): 0.3249 / 0.2956 Ha
Energy above the lowest of the compared OMol25 structures with the same formula, charge and spin: 70.91 kcal per mole

Atomic partial charges in e from the Löwdin method, atoms 1 to 8: atom 1 (C): 0.130, atom 2 (C): -0.348, atom 3 (N): -0.077, atom 4 (P): 0.857, atom 5 (H): 0.062, atom 6 (H): 0.089, atom 7 (H): 0.118, atom 8 (H): 0.140

---

3.
# C2H7NS

The molecule C2H7NS at a distorted geometry (ωB97M-V/def2-TZVPD, the Open Molecules 2025 dataset).

Atoms and positions in Å:
C: 0.154 1.102 -1.026
S: 0.204 1.313 0.742
C: -0.322 -0.419 1.246
N: 0.104 -1.487 0.343
H: -0.016 0.158 -1.489
H: 1.206 1.338 -1.269
H: -0.556 1.859 -1.504
H: -1.389 -0.486 1.226
H: 0.040 -0.484 2.225
H: 1.088 -1.465 -0.005
H: -0.513 -1.428 -0.489

SMILES: CSCN
E_HOMO: -8.478 eV
LUMO: 0.940 eV
Frontier orbital gap: 0.3461 Ha
Energy above the lowest of the compared OMol25 structures with the same formula, charge and spin: 13.10 kcal per mole

Atomic partial charges in e from the Löwdin method, atoms 1 to 8: atom 1 (C): -0.478, atom 2 (S): 0.755, atom 3 (C): -0.530, atom 4 (N): -0.070, atom 5 (H): 0.004, atom 6 (H): 0.022, atom 7 (H): 0.055, atom 8 (H): 0.061

---

4.
# C2H7NS

The molecule C2H7NS at a distorted geometry (ωB97M-V/def2-TZVPD, the Open Molecules 2025 dataset).

Atoms and positions in Å:
C: 1.434 1.019 0.090
S: -0.140 0.496 0.794
C: -0.387 -1.061 -0.119
N: -0.929 -0.855 -1.440
H: 1.328 1.421 -0.883
H: 1.801 1.816 0.720
H: 2.171 0.220 0.047
H: 0.601 -1.534 -0.112
H: -1.063 -1.625 0.512
H: -0.397 -0.156 -1.939
H: -0.955 -1.698 -1.992

SMILES: CSCN
E_HOMO: -8.720 eV
LUMO: 1.051 eV
Frontier orbital gap: 0.3591 Ha
Energy above the lowest of the compared OMol25 structures with the same formula, charge and spin: 2.88 kcal per mole

Atomic partial charges in e from the Löwdin method, atoms 1 to 8: atom 1 (C): -0.433, atom 2 (S): 0.790, atom 3 (C): -0.603, atom 4 (N): -0.059, atom 5 (H): 0.009, atom 6 (H): 0.024, atom 7 (H): 0.038, atom 8 (H): 0.062